A structure of composition C37H40EuN5O6STe, computed with wB97M-V/def2-TZVPD.

```
91
Properties=species:S:1:pos:R:3
Eu -1.2951 -2.1243 -0.3300
O -5.5619 -6.0746 2.4204
C -4.7767 -5.1925 1.7497
C -4.0109 -5.6120 0.6766
C -3.0661 -4.7059 0.2041
N -3.0532 -3.4523 0.6485
C -3.8121 -3.0324 1.6588
C -4.8082 -3.8464 2.1921
C -3.5362 -1.5673 2.0163
O -4.2751 -1.0757 2.8436
O -2.5491 -1.0282 1.3449
C -2.0233 -5.1631 -0.8052
O -2.1431 -6.3091 -1.1981
O -1.1901 -4.2851 -1.2191
H -5.5370 -6.9823 2.1547
H -4.0855 -6.5925 0.2243
H -5.5357 -3.4360 2.8911
S 0.6313 -1.2350 -4.7600
C 0.7090 -1.5783 -3.2067
N 0.6820 -1.9176 -2.0537
C 3.8149 -0.7707 3.6329
C 2.4156 -0.7341 3.0257
N 1.5726 -1.7972 3.5411
C 1.5354 -2.0955 4.9587
C 2.0879 -3.4901 5.2532
C 0.6824 -2.3544 2.7077
C -0.5183 -3.1759 3.2937
N 0.6028 -2.2067 1.3851
H 4.6055 -0.2670 3.0610
H 4.1869 -1.7925 3.7029
H 3.8241 -0.2903 4.6127
H 2.4255 -0.7751 1.9195
H 1.9112 0.1779 3.3453
H 0.4736 -1.9995 5.3054
H 2.1794 -1.3693 5.4954
H 1.8654 -4.2523 4.4816
H 1.6722 -3.8548 6.2201
H 3.1719 -3.4688 5.3584
H -1.2991 -2.4670 3.6202
H -0.2442 -3.8351 4.1352
H -0.9709 -3.7652 2.5083
H 1.5212 -2.0817 0.8933
C 5.9025 1.8833 -3.3901
C 4.4347 1.9446 -3.1231
C 3.4946 2.4021 -4.0493
C 2.1185 2.4759 -3.7173
C 1.1228 2.9392 -4.7509
C 1.6739 2.1374 -2.4179
Te -0.4237 2.5668 -1.8071
N -0.9497 0.5646 -1.6605
C -2.1144 0.2131 -2.1930
O -2.5718 -0.9465 -1.9493
C -2.9088 1.0806 -3.0522
C -4.1098 1.5072 -2.4518
C -4.9108 2.4760 -3.0238
C -4.5928 2.9308 -4.3231
C -3.4554 2.4493 -4.9680
C -2.6174 1.4756 -4.3282
C 0.0998 3.3141 0.2014
C -0.5663 2.6167 1.2177
C -0.5354 3.0818 2.5311
C 0.1744 4.2449 2.8448
C 0.7567 4.9850 1.8310
C 0.7754 4.5127 0.5195
C 1.5733 5.2038 -0.5268
C 2.6117 1.5873 -1.5255
C 2.1786 0.7207 -0.3394
C 3.9774 1.5528 -1.8636
H 6.1656 2.1045 -4.4352
H 6.2998 0.8511 -3.1378
H 6.4578 2.5542 -2.7225
H 3.8078 2.6817 -5.0605
H 1.6389 3.2157 -5.6505
H 0.5728 3.7983 -4.3472
H 0.4480 2.0533 -4.9734
H -4.4484 1.0976 -1.5052
H -5.8093 2.7944 -2.5061
H -5.2976 3.5474 -4.8988
H -3.2096 2.7963 -5.9465
H -1.7557 1.0777 -4.8683
H -1.1164 1.7160 0.9884
H -1.0214 2.5137 3.3368
H 0.2020 4.6131 3.8612
H 1.2277 5.9325 2.0256
H 2.1151 6.0636 -0.1297
H 0.9634 5.5461 -1.3446
H 2.3003 4.5064 -0.9291
H 1.7391 -0.1952 -0.7707
H 1.4604 1.1107 0.3866
H 3.1062 0.4586 0.1797
H 4.7368 1.1180 -1.1469
```

- F_max: 4.609 eV Å⁻¹
- LUMO energy (alpha / beta): 3.63 / 3.62 eV
- Frontier orbital gap (alpha / beta): 2.12 / 6.37 eV
- HOMO energy (alpha / beta): 1.51 / -2.74 eV
- 2S+1: 7
- <S²>: 12.075
- Charge: -2
- ΔE to the lowest compared entry with this formula, charge and spin: 119.7 kcal per mole